Record 1
{
  "formula": "C9H5BrN3O2",
  "method": "ωB97M-V/def2-TZVPD",
  "spin_multiplicity": 1,
  "e_lumo_ev": [-6.530, -6.529],
  "total_charge": 1,
  "de_lowest_kcal_mol": 0.0,
  "total_energy_ha": -3234.2143,
  "smiles": "[H]/N=C1/c2cc(Br)ccc2[N+]#C[C@H]1[N+](=O)[O-]",
  "gap_ev": [6.65, 6.65],
  "symbols": ["C", "C", "C", "C", "C", "C", "C", "C", "C", "N", "N", "N", "O", "O", "Br", "H", "H", "H", "H", "H"],
  "positions_angstrom": [[-1.633, 0.985, 1.223], [1.804, 1.348, 1.038], [2.900, 0.613, 0.620], [1.437, -0.861, -0.609], [0.390, -0.291, 0.087], [0.566, 0.838, 0.907], [2.718, -0.440, -0.267], [-0.992, -0.828, -0.139], [-2.361, -0.035, 0.395], [-0.557, 1.485, 1.420], [-1.199, -1.829, -0.823], [-3.052, 0.509, -0.886], [-3.426, -0.324, -1.664], [-3.196, 1.689, -0.847], [4.264, -1.109, -1.147], [2.022, 2.189, 1.527], [3.962, 0.853, 0.706], [1.372, -1.630, -1.319], [-3.032, -0.783, 0.893], [-1.988, -2.378, -1.114]]
}

***

Record 2
{
  "formula": "C9H5Cl20N",
  "method": "ωB97M-V/def2-TZVPD",
  "spin_multiplicity": 1,
  "e_lumo_ev": -0.126,
  "total_energy_ha": -9604.4170,
  "gap_ev": 8.13,
  "symbols": ["N", "C", "C", "C", "C", "H", "H", "H", "H", "H", "C", "Cl", "Cl", "Cl", "Cl", "C", "Cl", "Cl", "Cl", "Cl", "C", "Cl", "Cl", "Cl", "Cl", "C", "Cl", "Cl", "Cl", "Cl", "C", "Cl", "Cl", "Cl", "Cl"],
  "positions_angstrom": [[-10.673, -25.045, 3.802], [-11.680, -25.809, 3.275], [-12.472, -25.026, 2.488], [-12.088, -23.684, 2.837], [-11.023, -23.716, 3.692], [-10.009, -25.439, 4.454], [-11.712, -26.883, 3.387], [-13.306, -25.359, 1.888], [-12.466, -22.737, 2.479], [-10.538, -22.885, 4.182], [-10.447, -31.167, -1.275], [-10.905, -31.118, 0.471], [-9.832, -32.725, -1.706], [-11.720, -30.608, -2.330], [-9.127, -29.982, -1.448], [-8.961, -22.335, -1.470], [-8.823, -20.950, -0.355], [-8.218, -22.018, -3.075], [-8.413, -23.889, -0.780], [-10.664, -22.495, -1.774], [-4.100, -23.609, 5.019], [-3.538, -24.540, 6.393], [-5.617, -22.703, 5.456], [-2.818, -22.497, 4.507], [-4.492, -24.780, 3.717], [-7.681, -30.214, 6.196], [-7.367, -30.077, 4.433], [-7.933, -28.589, 6.968], [-9.183, -31.147, 6.542], [-6.372, -31.037, 6.974], [-18.132, -26.732, -0.307], [-19.326, -27.685, -0.985], [-18.721, -25.049, -0.210], [-17.824, -27.404, 1.224], [-16.594, -26.894, -1.195]]
}